*A*
{"formula": "C3H6NO3", "method": "wB97M-V/def2-TZVPD", "charge": 1, "homo_lumo_gap_ev": 8.35, "elements": ["C", "C", "C", "N", "O", "O", "O", "H", "H", "H", "H", "H", "H"], "positions_angstrom": [[-3.04, -0.28, 0.00], [-2.88, -1.59, 0.14], [-3.29, 0.92, 0.02], [1.12, 0.34, 0.36], [-2.87, -2.71, 0.21], [-0.56, -1.37, -0.64], [-3.75, 2.08, 0.19], [0.19, -2.07, -0.83], [0.55, 1.17, 0.18], [1.69, 0.31, -0.45], [1.40, 0.26, 1.32], [-0.11, -0.69, -0.21], [-3.11, 2.75, 0.55]], "mulliken_charge": [-0.1972, 0.3917, 0.8090, -0.8443, -0.1160, -0.7065, -0.3761, 0.3221, 0.2428, 0.2641, 0.2176, 0.5629, 0.4298]}

=====

*B*
{"formula": "C3H6NO3", "method": "wB97M-V/def2-TZVPD", "charge": 1, "homo_lumo_gap_ev": 7.99, "elements": ["C", "C", "C", "N", "O", "O", "O", "H", "H", "H", "H", "H", "H"], "positions_angstrom": [[-3.24, 1.55, -0.92], [0.73, -2.54, 0.35], [-0.94, 2.17, -0.31], [-0.48, -1.72, 0.45], [-4.07, 1.11, -1.53], [-0.58, -0.67, -0.12], [-2.48, 2.17, -0.25], [1.15, -2.44, -0.65], [0.27, -3.54, 0.69], [1.28, -2.02, 1.13], [-0.62, 2.22, 0.78], [-0.81, 3.13, -0.70], [-0.60, 1.40, -0.85]], "mulliken_charge": [0.7531, -0.5169, -0.5893, -0.0135, -0.0733, -0.3138, -0.1460, 0.3517, 0.2509, 0.2375, 0.2483, 0.3237, 0.4877]}

=====

Stability, lowest: *B*

=====

*A*
{"formula": "C2H4BrI", "method": "wB97M-V/def2-TZVPD", "charge": 0, "homo_lumo_gap_ev": [8.12, 7.99], "elements": ["C", "C", "Br", "I", "H", "H", "H", "H"], "positions_angstrom": [[-0.76, -0.35, 0.11], [0.86, 1.27, 0.86], [0.01, 1.72, 2.46], [1.79, 2.83, -0.32], [-0.54, -1.01, 0.97], [-1.68, 0.17, -0.08], [-0.51, -0.85, -0.87], [1.46, 0.40, 0.93]], "mulliken_charge": [-0.8186, -0.5823, -0.0411, 0.0802, 0.3460, 0.2947, 0.2693, 0.4519]}

=====

*B*
{"formula": "C2H4BrI", "method": "wB97M-V/def2-TZVPD", "charge": 0, "homo_lumo_gap_ev": 7.61, "elements": ["C", "C", "Br", "I", "H", "H", "H", "H"], "positions_angstrom": [[-0.53, 1.40, 0.48], [-4.46, 0.40, -0.86], [-3.67, 2.11, -0.73], [-3.78, -0.72, -2.44], [-0.80, 2.38, 0.76], [0.20, 1.22, -0.21], [-1.46, 1.18, 0.03], [-0.53, 0.72, 1.34]], "mulliken_charge": [-0.7542, -0.1451, -0.0286, 0.1539, 0.3153, 0.2876, -0.1001, 0.2712]}

=====

Stability, lowest: *B*

=====

*A*
{"formula": "C4H10O2", "method": "wB97M-V/def2-TZVPD", "smiles": "C=CO.CCO", "charge": 0, "homo_lumo_gap_ev": 9.99, "elements": ["C", "O", "C", "H", "H", "H", "H", "H", "H", "C", "C", "O", "H", "H", "H", "H"], "positions_angstrom": [[-0.92, 0.35, 1.63], [-0.52, 1.57, 0.93], [-2.41, 0.13, 1.62], [-0.53, 0.48, 2.64], [-0.31, -0.42, 1.17], [-0.18, 2.17, 1.60], [-2.73, -0.16, 0.61], [-2.95, 0.98, 1.98], [-2.55, -0.81, 2.17], [2.69, -0.89, -2.25], [1.69, -0.12, -1.86], [0.38, -0.49, -1.75], [3.64, -0.38, -2.31], [2.59, -1.92, -2.55], [1.81, 0.89, -1.55], [0.30, -1.38, -2.10]], "mulliken_charge": [-0.2268, -0.5280, -0.9491, 0.3591, 0.2140, 0.2927, 0.2564, 0.2761, 0.3048, -0.7510, 0.1069, -0.4416, 0.2266, 0.2478, 0.3589, 0.2532]}

=====

*B*
{"formula": "C4H10O2", "method": "wB97M-V/def2-TZVPD", "charge": 0, "homo_lumo_gap_ev": 7.87, "elements": ["C", "O", "C", "C", "C", "O", "H", "H", "H", "H", "H", "H", "H", "H", "H", "H"], "positions_angstrom": [[2.29, -0.94, -0.31], [1.32, -0.23, 0.42], [0.49, 0.60, -0.43], [-0.56, 1.31, 0.32], [-2.39, -0.02, 0.21], [-1.25, 0.14, 1.12], [1.83, -1.60, -1.06], [2.97, -0.25, -0.84], [2.87, -1.54, 0.39], [0.08, -0.08, -1.21], [1.08, 1.36, -0.94], [-0.17, 1.93, 1.12], [-2.89, -0.94, 0.49], [-2.09, -0.02, -0.85], [-3.00, 0.87, 0.37], [-0.58, -0.60, 1.20]], "mulliken_charge": [-0.7108, -0.3606, -0.3602, -0.7870, -0.5989, -0.2040, 0.3040, 0.2666, 0.2376, 0.2585, 0.3875, 0.2426, 0.3084, 0.3085, 0.2772, 0.4307]}

=====

Stability, lowest: *B*

=====

*A*
{"formula": "C4H10O2", "method": "wB97M-V/def2-TZVPD", "smiles": "C/C=C(/C)O.O", "charge": 0, "homo_lumo_gap_ev": 9.72, "elements": ["C", "C", "C", "O", "C", "H", "H", "H", "H", "H", "H", "H", "H", "H", "H", "O"], "positions_angstrom": [[1.91, -0.36, -0.88], [0.46, -0.16, -1.27], [-0.42, 0.38, -0.43], [-0.20, 0.66, 0.95], [-1.81, 0.80, -0.81], [2.44, 0.59, -0.80], [2.43, -1.06, -1.54], [1.92, -0.77, 0.14], [0.15, -0.39, -2.28], [0.73, 0.86, 0.82], [-2.59, 0.10, -0.51], [-1.93, 1.02, -1.87], [-1.89, 1.73, -0.25], [-0.35, -0.99, 2.19], [-0.20, -1.58, 3.45], [-0.67, -0.83, 3.08]], "mulliken_charge": [-1.3142, 0.0132, 0.4333, -0.5501, -1.1666, 0.3265, 0.3215, 0.3383, 0.3622, 0.3263, 0.2576, 0.3353, 0.3159, 0.2887, 0.3014, -0.5893]}

=====

*B*
{"formula": "C4H10O2", "method": "wB97M-V/def2-TZVPD", "charge": 0, "homo_lumo_gap_ev": 3.75, "elements": ["C", "C", "C", "C", "H", "H", "H", "H", "H", "H", "H", "H", "O", "H", "H", "O"], "positions_angstrom": [[0.25, -0.13, 0.09], [-1.13, -0.05, 0.56], [-2.31, -0.25, -0.21], [-3.61, -0.18, 0.36], [0.03, -0.26, -0.92], [0.68, -1.11, 0.36], [0.93, 0.68, 0.29], [-2.21, -0.52, -1.27], [-3.66, 0.41, 1.27], [-4.50, -0.39, -0.21], [-1.24, -0.29, 1.63], [2.77, 0.10, -0.38], [3.03, 0.34, 0.80], [2.55, -0.09, -2.19], [3.87, 0.80, 0.84], [2.17, 0.20, -1.34]], "mulliken_charge": [-1.1069, 0.3571, -0.0934, -0.5798, 0.3117, 0.3252, 0.4530, 0.3314, 0.2669, 0.2993, 0.3378, 0.4072, -0.8978, 0.1756, 0.2121, -0.7996]}

=====

*C*
{"formula": "C4H10O2", "method": "wB97M-V/def2-TZVPD", "charge": 0, "homo_lumo_gap_ev": 10.77, "elements": ["O", "C", "C", "C", "C", "H", "H", "H", "H", "H", "H", "H", "H", "H", "H", "O"], "positions_angstrom": [[2.29, -0.82, -0.89], [1.04, -0.61, -1.02], [0.09, -0.35, 0.03], [-1.31, -0.05, -0.47], [-2.26, 0.13, 0.72], [0.70, -0.39, -2.04], [0.22, -0.52, 1.09], [0.85, 0.52, -0.38], [-1.23, 0.85, -1.08], [-1.68, -0.83, -1.14], [-2.28, -0.79, 1.30], [-3.28, 0.36, 0.41], [-1.91, 0.93, 1.37], [3.42, 1.09, 0.73], [2.64, -0.11, 0.28], [2.69, 0.58, 1.10]], "mulliken_charge": [-0.6377, -0.1172, -0.2723, -0.3403, -1.3546, 0.3488, 0.4694, 0.2577, 0.3445, 0.3255, 0.3404, 0.3608, 0.3581, 0.2740, 0.3953, -0.7524]}

=====

*D*
{"formula": "C4H10O2", "method": "wB97M-V/def2-TZVPD", "smiles": "CO[C@@H](C)CO", "charge": 0, "homo_lumo_gap_ev": 10.31, "elements": ["C", "O", "C", "C", "C", "O", "H", "H", "H", "H", "H", "H", "H", "H", "H", "H"], "positions_angstrom": [[1.67, 1.13, 0.24], [1.06, -0.11, 0.55], [-0.01, -0.47, -0.30], [-0.23, -1.97, -0.08], [-1.27, 0.33, 0.02], [-1.18, 1.67, -0.45], [2.45, 1.28, 0.99], [2.13, 1.11, -0.76], [0.96, 1.96, 0.27], [0.26, -0.28, -1.35], [0.70, -2.51, -0.28], [-1.01, -2.36, -0.75], [-0.52, -2.17, 0.95], [-2.14, -0.15, -0.45], [-1.41, 0.29, 1.11], [-1.44, 2.25, 0.27]], "mulliken_charge": [-0.6372, -0.3810, 0.5457, -1.4516, -0.6920, -0.5251, 0.2611, 0.2812, 0.2324, 0.3275, 0.3432, 0.4034, 0.3353, 0.2857, 0.3452, 0.3263]}

=====

Stability, lowest: *B*